C6H13ClO8P2 | ωB97M-V/def2-TZVPD

The geometry in XYZ format:
```
30
Properties=species:S:1:pos:R:3:forces:R:3:mulliken_charge:R:1
C 2.03737 -1.43463 -1.87909 0.53 0.47 -0.02 -1.285
C 2.31448 -1.52917 -0.35326 -0.44 -0.84 -0.39 0.226
Cl 3.70597 -0.44822 0.08390 -0.43 -0.21 -0.08 -0.171
C 1.08454 -1.33992 0.56958 0.05 -0.29 -0.05 -1.231
C 0.01288 -0.35518 0.06680 1.11 -0.33 -0.49 0.004
C 0.54459 1.04720 -0.33897 -1.21 -0.21 1.18 -0.844
P 1.17745 2.10780 1.03917 1.62 1.62 -0.78 0.872
O 2.32374 2.85778 0.50566 0.26 0.13 -0.30 -0.755
O 1.68014 1.26894 2.30814 -1.42 -0.05 0.02 -0.496
O 0.02044 3.18795 1.46110 0.27 -1.76 -0.15 -0.506
O -0.95956 -0.23852 1.14121 -0.24 -0.29 -0.82 -0.389
C -2.13399 0.28416 0.70168 0.65 -1.00 -0.18 0.473
O -2.43817 1.37328 1.01177 -1.13 2.38 0.51 -0.418
P -3.34876 -0.67011 -0.34268 -1.15 -1.38 -1.09 0.967
O -2.79041 -1.89382 -0.89328 0.59 -0.51 0.06 -0.632
O -4.64162 -0.91632 0.60563 1.23 0.64 -0.14 -0.478
O -3.91373 0.26477 -1.53556 0.85 0.56 1.95 -0.501
H 0.98232 -1.55980 -2.15973 0.29 -0.06 0.25 0.281
H 2.62736 -2.17711 -2.43857 -0.20 0.23 0.32 0.354
H 2.38632 -0.44733 -2.22383 -0.32 -0.38 -0.06 0.354
H 2.67797 -2.55114 -0.17034 0.03 0.50 0.17 0.454
H 1.42881 -1.11143 1.59009 -0.22 0.22 -0.42 0.394
H 0.59150 -2.32754 0.64743 0.12 0.39 -0.14 0.362
H -0.46582 -0.80505 -0.82250 -0.03 0.15 0.47 0.627
H 1.32671 1.03429 -1.10451 -0.05 -0.18 0.45 0.329
H -0.31025 1.59559 -0.78323 0.40 -0.08 0.17 0.584
H 2.55309 1.59081 2.58641 -0.19 0.06 -0.32 0.348
H -0.35350 3.45422 0.60445 -0.14 0.27 0.44 0.383
H -4.33768 -1.44842 1.36139 -0.40 -0.01 -0.12 0.339
H -3.78220 1.18689 -1.23887 -0.46 -0.05 -0.44 0.359
```
Forces are in eV/Å.

Results
- gap between HOMO and LUMO (hartree) = 0.3701
- molecular weight (g/mol) = 310.56
- SMILES = C[C@@H](Cl)C[C@H](CP(=O)(O)O)OC(=O)P(=O)(O)O

C6H13INS | ωB97M-V/def2-TZVPD

The geometry in XYZ format:
```
22
Properties=species:S:1:pos:R:3:forces:R:3:mulliken_charge:R:1
C 1.37536 0.79261 -1.95662 0.40 -1.04 3.18 -0.619
C 1.28884 -0.73446 -1.95131 -1.60 -0.71 -0.16 -0.607
C 0.23838 1.31229 -1.04262 2.98 2.99 0.36 -0.728
C 0.28000 -0.96947 -0.82426 -0.10 -0.47 -1.42 -0.564
C -1.16215 -1.36552 2.91797 0.61 0.16 0.14 -0.725
C -1.04328 0.31085 0.78950 -0.95 -0.72 1.52 -0.487
N 0.18682 0.25549 0.00032 0.19 0.78 -0.03 0.000
S -1.14677 1.65847 1.85887 2.33 0.59 -1.02 -0.119
I -0.08603 -0.08581 4.20391 -0.40 -1.28 -0.09 0.145
H 2.26108 0.85682 -1.32623 0.69 1.34 -0.77 0.262
H 1.32189 1.28771 -2.85838 0.70 0.98 -1.93 0.456
H 0.86614 -1.23048 -2.82252 -0.13 0.47 -0.35 0.309
H 2.15941 -1.34588 -1.76875 0.85 0.70 0.15 0.315
H 0.32359 2.43319 -0.63732 0.66 -2.68 -0.23 0.364
H -0.58916 1.49432 -1.61977 -2.86 -0.89 -0.96 0.459
H -0.66379 -1.13900 -1.35394 -0.19 0.06 0.97 0.361
H 0.59580 -1.76489 -0.22590 -0.15 -1.36 1.09 0.403
H -2.23838 -1.40920 3.10377 0.28 0.33 -0.13 0.355
H -0.70888 -2.35663 2.77694 0.05 0.63 -0.09 0.374
H -1.96441 -0.09950 0.32148 1.14 0.38 0.17 0.395
H 1.11406 0.37452 0.54454 -2.00 -0.35 -0.42 0.469
H -2.40849 1.72456 1.87031 -2.50 0.07 0.01 0.181
```
Forces are in eV/Å.

Results
- gap between HOMO and LUMO (alpha / beta) (hartree) = 0.2847 / 0.2918
- ΔE to the lowest compared entry with this formula, charge and spin (kJ/mol) = 378.4
- net charge = +1
- molecular weight (g/mol) = 258.15

C6H13IOSi | ωB97M-V/def2-TZVPD

The geometry in XYZ format:
```
22
Properties=species:S:1:pos:R:3:forces:R:3:lowdin_spin:R:1
C -3.08431 -0.14540 -0.91987 1.85 0.19 3.80 0.505
C -1.54613 -0.05599 -0.89970 -1.94 -0.71 0.07 0.040
C 1.64387 0.08871 2.03366 1.80 2.20 -1.42 0.001
C 1.83865 -1.49415 -0.69778 -0.78 0.09 0.47 0.001
C 1.37351 1.76573 -0.36420 -0.16 -0.17 0.00 0.001
C -0.84224 -0.18758 0.23580 0.91 0.25 -0.81 0.027
O -1.33865 -0.42407 1.48282 3.96 0.96 0.11 0.020
Si 1.05322 0.01746 0.21890 0.11 -0.29 0.82 0.004
I -4.14594 0.24754 -2.81847 -1.54 0.66 -3.10 1.327
H -3.59039 -1.16184 -0.79680 0.68 1.12 0.27 0.038
H -3.50619 0.67481 -0.22859 0.17 -1.55 -0.72 0.018
H -1.09634 0.11392 -1.89236 0.26 -0.06 0.71 0.006
H 1.09540 -0.63004 2.50407 -1.47 -2.01 1.74 0.000
H 2.73494 -0.20601 2.11341 -1.14 0.65 0.01 0.000
H 1.41384 1.10759 2.50675 0.53 -1.51 -0.64 0.000
H 1.03795 -2.19115 -0.97077 -0.07 0.10 0.22 0.000
H 2.21459 -1.17347 -1.65033 0.60 0.19 -0.49 0.000
H 2.58775 -2.09952 -0.15772 -0.18 0.63 -0.12 0.000
H 2.29168 1.81429 -0.92251 0.44 0.36 -0.28 0.000
H 0.58134 2.32427 -0.84977 -0.14 -0.33 -0.50 0.000
H 1.48736 2.27869 0.58305 0.39 0.24 0.16 0.000
H -2.20394 -0.66380 1.49040 -4.28 -1.01 -0.31 0.009
```
Forces are in eV/Å.

Results
- gap between HOMO and LUMO (alpha / beta) (hartree) = 0.2317 / 0.1924
- ΔE to the lowest compared entry with this formula, charge and spin (kJ/mol) = 31.2
- 2S+1 = 3
- molecular weight (g/mol) = 256.16

C6H13N | ωB97M-V/def2-TZVPD

The geometry in XYZ format:
```
20
Properties=species:S:1:pos:R:3:forces:R:3:lowdin_spin:R:1
C -0.47351 -0.11136 1.66134 -0.09 0.06 -0.21 0.034
C 0.88734 0.24081 1.07590 -0.22 -0.30 0.19 0.031
C 0.81055 0.75375 -0.34955 -0.70 0.01 -0.59 0.096
C -1.10365 0.16628 -1.85485 0.15 -0.14 -0.22 0.166
C 0.10394 -0.17599 -1.29370 -0.01 0.31 0.17 0.193
C 0.68047 -1.53818 -1.45750 -0.50 0.06 0.57 0.081
N -1.39066 1.02407 1.79584 -0.12 0.00 0.25 0.004
H -0.32107 -0.52258 2.65820 -0.10 -0.14 0.12 0.013
H -0.95037 -0.87888 1.04155 0.01 0.05 0.00 0.046
H 1.45376 -0.69465 1.07725 0.26 0.02 0.05 0.012
H 1.39361 0.94455 1.74988 0.16 0.10 -0.06 0.039
H 0.28335 1.71712 -0.41821 0.21 -0.03 0.25 0.028
H 1.82168 0.94517 -0.72879 0.40 0.11 0.07 0.060
H -1.61972 1.08855 -1.63049 0.06 0.20 0.11 0.040
H -1.51424 -0.39629 -2.68317 -0.10 -0.22 0.01 0.045
H 0.55110 -1.92333 -2.46872 0.28 -0.05 -0.07 0.008
H 1.71055 -1.56547 -1.09739 0.20 -0.10 -0.41 0.005
H 0.13228 -2.26057 -0.79613 0.06 -0.01 -0.10 0.084
H -1.24129 1.68844 1.04507 -0.06 -0.05 0.02 0.009
H -1.21413 1.49856 2.67347 0.11 0.13 -0.16 0.005
```
Forces are in eV/Å.

Results
- gap between HOMO and LUMO (alpha / beta) (hartree) = 0.0991 / 0.3011
- ΔE to the lowest compared entry with this formula, charge and spin (kJ/mol) = 70.2
- 2S+1 = 2
- net charge = -1
- molecular weight (g/mol) = 99.18